Entry 1:
36
Properties=species:S:1:pos:R:3:forces:R:3 method="wB97M-V/def2-TZVPD" multiplicity=1 e_lumo_ev=-0.210 charge=0 smiles=O.O.O.O.O.O.O.O.O.O.O.O relative_energy_kcal_mol=113.9 gap_ev=10.2 max_force_ev_per_a=12.6
O 3.1040 0.8227 -0.7192 -1.4413 1.2478 0.7844
O -0.9526 -2.6217 0.4036 5.4371 1.9541 -1.9746
O 1.4212 2.0412 -2.8562 1.0660 -1.2167 2.0455
O 1.4634 2.5498 1.9140 0.4327 -0.4290 0.0533
O 0.0720 0.0667 0.0857 -1.4924 -2.4032 0.5676
O -3.6325 -1.1385 -1.5091 -0.5274 -0.3928 -2.4325
O -0.3975 3.5188 -0.0594 0.8317 -0.2988 -0.2953
O 0.3492 -3.8896 2.4322 -2.6873 -4.1705 1.3471
O -0.6828 -0.6402 3.6670 -0.8744 -0.9585 -0.3843
O 1.8108 -1.2829 2.2421 0.0150 -0.0785 -0.3268
O -0.9416 1.9053 -2.2894 -1.1500 -4.0837 -1.0463
O -0.8791 -1.1090 -2.9462 2.8954 -10.9399 -5.4633
H -1.6549 -3.1434 0.2321 -4.1050 -2.6634 -0.7358
H -1.0125 -0.3134 -2.7320 -1.1392 10.3215 2.0323
H 3.9797 0.9209 -1.0518 0.8615 -0.7089 -0.4467
H 1.1285 -1.1533 2.9957 0.7745 0.5767 -2.8623
H -0.6974 2.3693 -1.5473 0.4191 2.8174 1.9378
H 1.7027 -0.9218 1.2928 -0.8452 -0.3193 3.1247
H -2.6981 -1.1259 -1.7079 0.3594 -0.0692 0.4428
H 0.9583 2.4331 1.1024 -0.0199 0.1209 0.0452
H -0.6153 4.4306 0.1210 -0.1014 0.3335 0.0862
H -0.5582 0.5546 -0.4664 0.1710 -0.4235 0.0913
H 0.7314 1.8143 -2.2099 -0.4746 0.5959 -1.5768
H 2.0848 1.8028 1.9038 -0.2833 0.3234 0.0606
H -1.5126 2.3109 -2.8998 -0.9312 1.3366 -0.7004
H -1.3526 -1.1914 3.1301 1.5818 1.0607 2.0258
H -0.1978 -3.2847 2.0155 -1.2009 1.8490 -1.3578
H -3.8657 -1.0098 -0.6228 0.1917 0.3443 1.9379
H 2.0268 1.6055 -2.2115 1.3283 0.5673 -1.1171
H -0.6617 -0.8523 4.6343 -0.6321 -0.1887 -1.5116
H -0.3166 -2.8948 -0.3804 -1.6246 0.9457 2.4003
H 2.7002 -0.0373 -0.7742 0.5021 -0.5936 -0.3432
H -0.4267 -0.8311 0.3281 1.2922 2.7033 -0.7858
H 1.1696 -3.5470 2.4995 4.1507 2.0974 0.2316
H -0.4383 -1.1925 -3.9049 -1.6637 0.7670 3.5420
H -1.2080 3.0341 -0.1115 -1.1162 -0.0244 0.6041

=====

Entry 2:
36
Properties=species:S:1:pos:R:3:forces:R:3 method="wB97M-V/def2-TZVPD" multiplicity=1 e_lumo_ev=-0.594 charge=0 smiles=O.O.O.O.O.O.O.O.O.O.O.O relative_energy_kcal_mol=45.9 gap_ev=8.8 max_force_ev_per_a=2.6
O 0.1859 0.1798 -3.6377 -0.4375 -0.4634 -0.7582
O 0.2593 -0.6606 -0.1424 0.5409 0.4370 -0.0269
O -1.4403 -1.0998 2.9246 0.7136 -0.8034 2.0707
O 1.2359 -1.9415 2.5544 0.7771 -0.1327 0.8995
O 0.1520 1.2110 1.9617 0.4368 0.1886 -0.2354
O -0.9887 -2.8834 0.0815 -0.0674 -1.0526 0.0105
O 1.4190 1.5723 -1.6246 -0.1810 -0.6978 -0.3692
O -2.6343 0.4818 0.7509 -0.5123 -1.4588 1.9395
O 2.6567 -2.3891 0.1805 -0.1925 0.6827 -0.8643
O -1.8232 1.8332 -1.3746 -0.4603 -0.7285 -0.9516
O -0.7917 3.3314 0.7104 -1.0791 1.4271 0.6040
O 1.9709 -1.9210 -2.7405 1.6226 -0.3396 2.0311
H -2.7346 2.1145 -1.2818 -0.3457 0.2441 -0.4715
H 2.4293 -1.9046 -0.6439 -0.3170 -0.5685 0.4850
H 0.5597 -1.3023 2.4080 -1.1596 0.3377 0.1348
H -1.5429 -0.5834 3.7443 -0.2135 -0.2367 -0.8389
H 0.5597 0.7597 -2.9897 0.6689 0.6085 0.8362
H -3.1084 1.0771 1.3236 -0.3841 0.2855 0.1738
H 1.3114 -1.4763 -3.2219 -1.3934 0.6647 -1.4382
H 2.1639 1.0691 -1.2871 0.1982 0.0623 0.1248
H -1.7308 -0.6392 2.1628 -0.8775 1.1132 -1.1950
H 3.5878 -2.5568 0.0740 0.5420 -0.2462 0.1731
H 0.9910 1.2313 2.4125 0.9303 -0.1765 0.0800
H 1.4170 2.4312 -1.2311 0.1819 0.8197 0.4008
H 2.4018 -2.6151 -3.2277 -0.2127 -0.1471 -0.5157
H 0.2139 -0.0505 0.5966 -0.0556 0.1672 0.2600
H -0.3245 2.5427 0.9489 0.8517 -1.0809 0.3909
H -0.4529 1.2901 2.6873 -0.8867 -0.2719 0.4842
H -2.3453 0.9740 0.0076 0.7633 0.5716 -1.5123
H -1.8856 -2.6038 0.1605 -1.2904 -0.1696 0.0626
H 0.2360 -0.0953 -0.9156 -0.2332 0.0319 -0.3734
H -0.5607 -2.0362 0.1656 0.8474 0.3506 -0.2431
H -1.2116 3.5574 1.5711 0.2874 0.1088 -1.0679
H 1.6451 -2.0406 1.7000 0.5593 -0.3752 -0.7332
H -1.3738 2.3796 -0.7469 0.6591 1.1073 0.6872
H -0.4468 0.7635 -4.0615 -0.2809 -0.2592 -0.2537

=====

Entry 3:
36
Properties=species:S:1:pos:R:3:forces:R:3 method="wB97M-V/def2-TZVPD" multiplicity=1 e_lumo_ev=-0.457 charge=0 smiles=O.O.O.O.O.O.O.O.O.O.O.O relative_energy_kcal_mol=71.6 gap_ev=8.9 max_force_ev_per_a=3.2
O 1.0050 -1.4671 2.2234 0.0873 -0.1519 -0.0365
O -1.8220 -2.4851 0.3394 -0.1784 -0.6125 -1.3449
O 1.9920 -1.6271 -1.0976 0.1141 0.6068 -0.8851
O -2.0410 -0.3701 2.5314 -0.7192 0.2936 -0.7000
O -0.7550 2.6489 -2.2586 -0.7649 -2.1896 -0.4617
O -0.2240 -0.4071 -2.2996 -0.4475 -0.4226 -0.3688
O -0.2530 0.9209 3.9354 -1.8021 1.0385 0.2366
O -0.6280 2.9759 0.8374 0.3504 1.1460 0.5462
O 1.7060 1.5969 -2.5976 2.4360 0.6479 -2.0258
O -0.0860 0.1069 0.3274 -1.2802 -0.0785 1.1260
O 2.1420 1.3759 -0.1326 1.5571 1.1790 1.7985
O 0.1500 -3.4011 -1.4336 -0.4075 -0.3763 -1.2122
H -0.4240 -2.9271 -0.8466 -1.2060 0.4643 0.6267
H 0.8750 1.9199 -2.2906 -1.3896 0.5064 0.2469
H -1.3820 2.7919 0.2884 -0.9295 0.3061 0.1942
H 1.3860 0.9709 0.2824 0.2583 -0.3670 -0.4557
H -0.9120 -1.0071 -2.6306 0.4665 0.2183 -0.0131
H 0.3820 -2.1831 2.3134 -0.0378 -0.5083 0.3288
H 0.5510 -0.8931 1.5844 0.2331 0.3964 -0.1445
H -0.7540 3.8769 1.2404 0.0743 -1.4632 -0.5916
H 0.6340 0.6509 4.0164 1.4593 -0.8025 -0.2830
H -0.9680 2.9209 -1.3886 0.1043 0.8831 1.0216
H -2.1830 -1.6121 0.2724 -0.1308 0.7453 -0.2966
H 2.2230 -2.0021 -0.2626 0.4488 -0.0651 1.0331
H 1.2390 -2.1601 -1.3966 0.2944 -0.0181 -0.1023
H -0.0100 -0.2221 -0.5776 0.0795 0.2812 -0.7615
H 2.1400 1.3629 -1.0866 -0.3664 -0.6274 -0.2414
H 0.6160 -0.6801 -2.7026 -0.1782 0.1902 0.1151
H 2.2560 2.3849 -2.8526 -0.8881 -1.1768 0.4005
H -2.3690 -0.1651 1.6314 0.3713 -0.4258 0.9402
H -0.7390 0.4149 3.2604 0.7511 0.0983 0.4109
H -0.3890 3.3579 -2.7326 0.5262 1.7726 -0.7698
H -1.6670 -2.5981 1.2544 0.3564 -0.3833 1.3502
H -2.0960 -1.3111 2.7154 -0.2808 0.1296 -0.0957
H 0.7500 -3.7961 -0.8256 0.8870 -0.9721 0.5505
H -0.3450 1.0389 0.3584 0.1518 -0.2627 -0.1358

=====

Entry 4:
37
Properties=species:S:1:pos:R:3:forces:R:3 method="wB97M-V/def2-TZVPD" multiplicity=1 e_lumo_ev=-2.646 charge=+1 relative_energy_kcal_mol=9.2 gap_ev=11.3 max_force_ev_per_a=1.4
O 3.3947 -0.0336 -1.2644 -0.1706 0.4318 0.5391
O 0.7899 2.8650 1.8109 -0.3812 -0.3161 -0.2304
O -0.5085 -3.6422 1.2104 -0.5218 -0.3725 -0.1160
O 1.0883 0.6235 -3.1374 -0.5068 1.3104 -0.0558
O -0.6963 -0.9941 -1.6111 -0.3413 -0.2136 0.2787
O -2.2538 -3.1537 -0.9507 -0.4901 -1.1082 0.4355
O -0.8513 1.4383 -1.1775 -0.3199 0.4482 -0.7470
O 1.2241 1.0277 -0.0609 -0.0723 0.6240 0.2697
O -1.4057 1.2361 2.4042 0.3079 0.0932 -0.3168
O 1.3968 3.5378 -1.2135 -0.6916 0.8439 -0.7059
O 1.0676 -1.4094 1.8306 -0.3253 -0.9847 -0.9237
O -3.1853 -1.2280 2.1109 -0.0957 0.1815 -0.1874
H -2.0613 0.6300 2.0319 -0.0737 -0.2472 0.2593
H 1.4128 1.2487 -3.8016 0.5132 -0.5853 -0.2571
H -1.3246 -1.7056 -1.3872 0.0878 -0.2714 -0.1173
H -3.1172 -3.5858 -0.9165 -0.2854 0.5508 -0.5788
H 0.7763 -0.5046 1.7207 0.4113 0.2387 0.5546
H -1.3312 1.7272 -0.4000 -0.1847 0.1284 0.1554
H 0.5666 1.2621 -0.8803 0.1341 -0.5220 1.0722
H 2.1669 0.8160 -0.2315 0.1744 -0.3661 -0.9397
H 1.5361 3.8586 -2.1166 0.6200 -0.4297 -0.0260
H 4.3061 -0.2183 -1.0267 0.0514 -0.2113 -0.2194
H 0.4114 1.2257 -2.7670 0.0241 -0.7211 0.0014
H -3.9229 -1.1232 1.5000 -0.0086 -0.0066 0.0425
H -0.0603 2.3871 1.8792 -0.1077 0.2287 0.2620
H 1.1951 1.8685 0.4726 0.3508 -0.0581 0.3434
H 0.1561 -4.2947 0.9763 0.2315 0.1624 0.1374
H 0.6657 4.1435 -1.0107 0.0951 -0.2646 0.6928
H 1.5619 -1.6569 2.6122 -0.0434 0.8121 0.3183
H -1.1518 0.5173 -1.4174 0.3877 -0.0338 0.1591
H -3.2407 -2.1487 2.3877 0.1968 0.0021 0.0545
H -0.0530 -1.3289 -2.2376 -0.0324 -0.0392 -0.2419
H 1.0360 3.0336 2.7260 0.2204 0.1366 -0.0728
H -0.0706 -2.7876 1.3437 0.2927 -0.0696 -0.0591
H -1.7922 -3.7732 -0.3562 0.7232 0.7654 0.1561
H 3.1394 -0.5456 -2.0355 0.1078 -0.0129 -0.0734
H -0.8650 0.6873 2.9828 -0.2778 -0.1240 0.1363

=====

Entry 5:
37
Properties=species:S:1:pos:R:3:forces:R:3 method="wB97M-V/def2-TZVPD" multiplicity=1 e_lumo_ev=-2.816 charge=+1 relative_energy_kcal_mol=58.5 gap_ev=10.6 max_force_ev_per_a=2.3
O 1.7093 -3.6784 -1.3847 -0.1748 -0.5159 0.2312
O -0.9978 4.2902 -2.0212 -0.7148 -0.3763 0.2487
O 1.8884 -0.8701 -0.1762 0.5214 -0.9860 1.0332
O 1.2592 -2.8367 1.1219 -0.9606 -0.4729 -0.3860
O -0.8718 -0.7700 4.2009 -0.0948 0.3768 0.2410
O 2.1351 3.8510 -1.4471 1.4852 -0.1394 1.7900
O -0.5048 -1.1210 1.4924 -0.8274 0.4655 0.7083
O 0.2102 -0.3298 -2.1936 1.0567 0.8654 -0.3706
O -1.3073 -2.0037 -3.6238 -0.9687 0.0424 1.8842
O -3.8048 -2.6531 1.7409 0.2656 0.9688 0.3148
O -1.0958 3.6535 1.8750 0.5041 1.2125 0.7149
O 1.5508 1.5410 -0.6360 1.4556 1.2375 -0.8207
H 2.6151 -0.4141 0.2657 -0.0472 0.3748 -0.2782
H -1.4341 3.6183 -2.5607 0.4937 -0.0338 -0.4300
H 1.3989 -4.2381 -2.1098 -0.2097 0.3210 -0.1293
H 1.6181 2.3147 -0.0685 -0.7884 -0.0408 0.8042
H -3.2981 -2.2340 2.4502 0.1247 -0.5666 0.2278
H -1.5685 4.0554 2.6150 -0.9418 -0.7015 0.1336
H 1.3689 4.4001 -1.3222 -0.7006 0.1951 -1.1847
H 2.4029 3.5762 -2.3086 -0.5289 0.8529 -1.2508
H 2.1215 -4.3295 -0.8089 0.6077 -0.2498 -0.1384
H 0.3144 -2.6005 1.4240 1.2771 0.3536 -0.1160
H 0.6879 -0.6286 -2.9765 -0.4134 -0.7089 -0.2489
H -1.3397 -0.4362 4.9774 -0.2351 -0.3057 -0.0043
H -1.4474 -1.3110 1.5961 -0.1760 -0.1776 -0.5836
H -4.4540 -1.9481 1.6144 -0.3371 -0.3450 -0.4203
H -0.2205 -0.0743 4.0842 0.4078 0.1522 0.1618
H -1.6947 4.3790 -1.3557 0.3603 0.4245 0.2895
H 1.6123 -1.8842 0.6116 -0.4359 0.0389 -0.3275
H 0.8140 0.4033 -1.9709 -0.9436 0.0877 0.3067
H 2.1205 2.0256 -1.3050 -0.9675 -1.2355 0.5428
H 1.1755 -0.2116 -0.3020 0.3739 -0.2851 0.1488
H 1.1160 -3.3873 0.3079 0.0818 0.2646 0.2153
H -1.2054 -1.4402 -2.8287 0.8682 0.4730 -0.8618
H -0.4217 4.3540 1.9043 0.4581 -0.5014 -0.8525
H -0.4024 -0.6006 2.3112 0.2309 -0.3462 -0.4396
H -2.0500 -2.4614 -3.1930 -0.1064 -0.7187 -1.1535

=====

Entry 6:
38
Properties=species:S:1:pos:R:3:forces:R:3 method="wB97M-V/def2-TZVPD" multiplicity=1 e_lumo_ev=2.665 charge=-1 relative_energy_kcal_mol=86.5 gap_ev=9.0 max_force_ev_per_a=8.8
O -1.3410 2.8074 2.7157 0.3631 0.6437 0.7222
O 1.9508 0.1485 -1.4852 -2.1688 1.0380 -4.2732
O 2.1114 -2.4710 -0.4710 -3.1466 -2.3307 -2.8335
O 1.7936 2.7572 -0.1039 -2.3829 -0.7561 1.2356
O 0.2498 -2.2286 1.4523 0.1696 -0.1027 0.8688
O -2.1493 -0.8410 -3.4811 -1.6287 -0.0026 1.2322
O -2.1921 -0.3972 2.3272 1.9765 -0.0563 0.3390
O -0.2951 1.2600 -0.9698 0.0663 -0.0683 -0.0257
O -1.8359 -3.5015 2.2929 -0.5417 -2.5221 1.5188
O 1.7012 -0.3171 2.1374 2.1526 0.9960 1.2378
O -0.7272 2.8363 -3.5449 -0.4641 -3.3008 2.8301
O 3.5670 -0.4037 0.2211 3.0139 -0.7248 3.6944
O -3.1055 0.1740 -1.1722 -3.2514 -5.9992 -4.8106
H 1.5781 -2.0572 -1.2367 1.9663 -0.2684 2.0872
H -1.3198 -0.5762 -3.8007 1.7848 0.4780 -0.6658
H 2.8134 -0.1660 -0.2493 -2.1879 1.3812 -2.0800
H -3.0158 0.9753 -0.9068 0.9915 8.4395 2.3781
H -2.6253 -0.2927 -0.5718 2.3023 -2.4154 2.7124
H 0.9767 2.1903 -0.4433 1.5645 0.3214 0.1157
H -0.9193 -3.6682 2.0623 0.0584 0.7121 -0.3433
H 1.4876 0.3207 1.4640 -0.6392 0.3949 -0.7452
H 1.4016 2.8824 0.8013 0.9296 0.3204 -1.0245
H -0.4647 2.1506 -1.2805 -0.4748 -0.0684 0.2006
H 2.1352 0.5872 -2.3921 0.2141 -1.0177 2.3431
H 0.7718 -1.8111 2.1764 -0.5607 -0.4099 -1.0023
H -1.2270 -0.5042 2.5942 -1.6357 0.0043 -0.9199
H -1.0820 1.8777 -3.2816 0.6629 2.6353 -1.4287
H -2.1162 -2.7171 1.8822 -0.0034 1.6678 -0.9086
H 0.8974 -2.2749 0.7256 -0.0125 -0.1613 -0.0025
H 0.9169 0.3548 -1.5206 1.0364 0.4223 1.1528
H -1.8783 2.3828 2.0445 0.5242 -0.6040 -0.1190
H -2.2800 -0.3372 -2.6306 -0.0866 -0.5429 -0.8091
H 2.6765 -0.1377 2.2238 -1.2465 -0.5145 -0.0739
H -0.3132 2.9034 -2.6327 -0.1059 0.7928 -1.8361
H 4.1786 -0.7558 -0.3951 0.8760 -0.1873 -0.9911
H 2.7085 -1.9086 -0.0357 1.1243 1.9047 0.4731
H -0.5017 2.3438 2.8759 -0.8243 -0.1200 -0.5945
H -2.6202 -0.3492 3.1790 -0.4152 0.0211 0.3455